No. 1
A 2-piece molecular cluster, C13H22Cl2F3NO6P overall at a distorted geometry, computed with wB97M-V/def2-TZVPD.

For the gap between HOMO and LUMO, the calculation gives 0.2573 Ha. Its spin multiplicity is 1. Its charge is -1. The LUMO energy is 2.522 eV.

The geometry in XYZ format:
```
48
Properties=species:S:1:pos:R:3:mulliken_charge:R:1
H -2.470 -4.217 1.670 0.208
O -3.004 3.300 -3.108 -0.329
C -2.994 -3.243 1.981 -0.860
H 3.529 -3.171 2.569 0.268
C -1.239 -1.243 2.231 -0.626
F -0.171 0.254 -2.577 -0.220
C 2.978 -3.386 1.572 -1.019
H -3.111 -2.573 1.045 0.210
H 6.308 -0.905 0.376 0.309
Cl -0.409 -0.138 3.475 -0.210
H -2.964 2.404 -1.228 0.312
O -0.124 -3.498 -0.567 -0.735
C -0.592 -2.388 -0.117 0.507
H -1.241 -3.144 3.393 0.297
F 0.874 2.050 -1.550 -0.272
C -2.484 2.320 -2.205 -0.485
H 3.700 -3.984 0.894 0.334
H 1.564 1.047 0.754 0.285
H -1.977 -0.634 1.610 0.467
C -2.044 -2.421 3.010 0.178
H 4.109 -0.333 2.152 0.336
H -4.000 -3.520 2.440 0.363
H 5.585 -2.284 1.497 0.219
O -3.331 5.379 -3.657 -0.328
H -1.402 2.416 -2.114 0.143
H -2.709 1.335 -2.615 0.302
H -3.689 7.030 -2.445 0.284
C -2.796 4.568 -2.724 0.741
N 1.125 -0.976 1.253 0.106
H 0.280 -2.833 1.879 -0.079
F 2.016 0.643 -3.035 -0.296
H -3.649 7.324 -4.191 0.213
Cl -3.072 -1.779 4.400 -0.223
C 5.399 -1.538 0.645 -0.937
O 1.508 -0.149 -0.967 -0.453
O -2.229 4.923 -1.720 -0.540
O -1.568 -1.646 -0.786 -0.721
H -0.203 0.498 0.245 0.322
P 2.593 -1.781 0.642 0.183
C -3.182 6.768 -3.376 -0.623
H 4.094 0.296 0.400 0.301
H -2.126 7.042 -3.331 0.288
C 4.094 -0.644 1.047 -0.471
C 1.046 0.712 -1.981 0.876
C -0.054 -1.886 1.305 0.391
H 5.064 -2.137 -0.289 0.331
H 2.076 -4.058 1.756 0.363
C 0.892 0.199 0.343 -0.711
```

=====

No. 2
C13H22IrN3O3 as an isolated structure, computed with wB97M-V/def2-TZVPD.

For the gap between HOMO and LUMO, the calculation gives 0.2762 Ha. For the energy above the lowest of the compared OMol25 structures with the same formula, charge and spin, the calculation gives 0.89 kcal per mole. Its spin multiplicity is 1. Its charge is +2. The LUMO energy is -8.060 eV.

The geometry in XYZ format:
```
42
Properties=species:S:1:pos:R:3:mulliken_charge:R:1
H -2.048 0.609 -1.044 0.305
C -1.327 -2.919 0.031 -0.169
H 2.315 -0.604 -1.574 0.042
H -2.393 0.680 1.504 0.185
N 2.469 1.780 -0.458 -0.627
O 1.534 5.271 -0.131 -0.499
H -1.832 -1.985 0.237 0.279
C 2.738 3.227 -0.147 -0.523
C -1.303 -5.315 0.030 -0.396
H -1.799 -6.253 0.241 0.426
H 2.709 -2.120 -0.727 0.452
H 3.081 3.325 0.881 0.299
O 0.014 -0.573 -0.573 -0.827
H 2.974 1.189 0.198 0.332
C -0.033 -2.908 -0.515 0.774
C -0.023 -5.320 -0.508 -0.899
C -1.956 -4.114 0.300 -0.722
N 0.199 1.328 1.398 -0.679
Ir 0.370 1.507 -0.597 1.897
H 0.059 0.341 1.624 0.330
C -0.898 2.138 2.030 -0.614
O 0.396 3.449 -0.737 -0.660
C 0.624 -1.650 -0.804 0.922
H -3.016 2.178 2.142 0.389
C 0.613 -4.124 -0.781 -0.396
H 1.608 -4.145 -1.203 0.381
H 2.009 -2.168 -2.336 0.469
H -3.562 2.189 -0.191 0.435
H 1.076 1.600 1.842 0.369
C -2.511 2.294 0.074 -0.613
H -0.663 3.187 1.855 0.331
H 2.883 1.565 -1.363 0.423
C -2.258 1.768 1.474 -0.467
H -1.825 2.020 -1.829 0.406
C 1.997 -1.625 -1.389 -1.392
C 1.502 4.102 -0.336 0.509
H 3.530 3.613 -0.786 0.422
H -0.852 1.944 3.103 0.475
H -2.240 3.347 -0.005 0.355
N -1.687 1.556 -0.929 -0.571
H 0.476 -6.257 -0.715 0.422
H -2.954 -4.124 0.717 0.430
```

=====

No. 3
A 2-piece molecular cluster, C13H22N3O5 overall at a distorted geometry, computed with wB97M-V/def2-TZVPD.

For the gap between HOMO and LUMO, the calculation gives 0.2833 Ha. Its spin multiplicity is 1. Its charge is +1. The LUMO energy is -3.975 eV.

The geometry in XYZ format:
```
43
Properties=species:S:1:pos:R:3:mulliken_charge:R:1
C 1.697 -4.909 3.247 -0.871
H -0.085 -2.381 -0.054 0.231
C 1.354 -0.268 -1.374 -0.375
H -0.334 4.839 -2.643 0.210
C 0.606 2.001 -0.235 -0.073
H 2.861 1.661 -2.938 0.386
H -0.099 1.652 0.590 0.285
C -1.302 4.321 -2.952 -0.704
N 0.906 -4.512 2.102 -0.086
H -1.019 3.589 -3.801 0.284
H -0.479 -6.799 2.771 0.385
C -1.923 3.423 -1.788 0.599
C -0.427 -1.278 -0.130 -0.066
O -1.548 5.883 0.355 -0.492
H 2.613 -5.382 2.886 0.300
H -2.044 -6.092 2.338 0.295
H -2.403 -1.783 0.924 0.320
H -2.313 -0.030 0.264 0.226
O -2.377 2.290 -2.112 -0.487
H -2.503 -1.412 -0.945 0.287
H 1.166 -5.604 3.895 0.334
H 0.080 -0.673 0.706 0.253
O -0.037 -0.673 -1.398 -0.386
H 1.955 -4.013 3.816 0.287
H 1.917 -0.833 -0.556 0.319
H 2.370 4.476 -2.089 0.382
N 0.995 3.351 -0.604 0.201
C -1.070 4.783 -0.027 0.493
H -1.142 -5.422 3.707 0.377
H -2.032 5.068 -3.418 0.311
C -2.024 -1.129 0.068 -1.050
H 1.769 -0.471 -2.429 0.298
C 2.193 2.027 -2.093 -0.310
H 0.946 5.525 -0.584 0.301
O -0.902 -4.477 0.769 -0.622
O -2.007 3.771 -0.402 -0.261
N 1.352 1.224 -1.202 0.268
H 0.914 4.771 1.082 0.377
C -1.046 -5.867 2.714 -1.381
H 1.309 -3.867 1.437 0.156
C 1.955 3.494 -1.687 -0.298
C 0.521 4.627 0.007 -0.584
C -0.361 -4.904 1.782 0.880
```